{
  "formula": "C36H39N8O15",
  "method": "ωB97M-V with the def2-TZVPD basis set",
  "energy_ha": -2960.70109,
  "homo_ev": -6.8858,
  "mol_weight_da": 823.75,
  "charge": -1,
  "relative_energy_kcal_mol": 19.56,
  "fmax_ev_per_a": 8.7,
  "species": ["N", "C", "C", "N", "H", "O", "O", "C", "N", "H", "O", "C", "C", "H", "O", "H", "C", "H", "H", "H", "C", "H", "C", "H", "O", "C", "H", "H", "N", "H", "C", "H", "N", "N", "H", "H", "H", "H", "O", "H", "C", "H", "H", "C", "O", "C", "C", "C", "H", "O", "C", "H", "O", "C", "H", "C", "C", "H", "H", "H", "C", "H", "C", "H", "O", "C", "H", "C", "H", "C", "H", "C", "H", "C", "N", "O", "H", "N", "C", "C", "C", "H", "C", "H", "O", "O", "O", "C", "C", "H", "O", "C", "H", "C", "C", "H", "H", "C"],
  "positions_angstrom": [[2.40513, 3.64268, -2.84386], [-0.51287, -5.71032, 2.32414], [-5.40487, -0.31932, -0.44586], [-1.85287, -3.75832, 3.50014], [-1.24387, -4.21332, -2.14886], [-3.86687, 4.95868, 4.33414], [-2.83187, 4.37368, 2.35614], [-2.43687, 3.10368, 4.24414], [-1.61787, 2.42868, -4.82486], [-0.89287, 2.46468, 2.58714], [-2.68687, 2.50468, -5.46486], [-3.64787, -1.06832, 1.01114], [-0.68587, -3.74832, -2.92586], [-4.42287, -1.26132, 1.75214], [-2.37387, -4.58532, 4.17014], [3.57913, 1.04168, 1.75614], [-1.80387, 4.49468, -1.03286], [-0.08987, 0.21168, 3.67814], [-0.54987, -1.52832, -2.35886], [-1.02087, -6.46732, 3.01214], [-0.82587, 0.84568, 4.16414], [2.70813, 2.70268, 4.18114], [-2.38987, 4.53368, -3.49086], [-2.89587, 1.33668, 0.31614], [2.31313, 4.17168, -3.96286], [3.09813, 1.63968, -1.39186], [0.49313, -0.75132, -4.39186], [-0.93287, 3.08168, -0.06786], [1.31613, -5.28732, -5.96186], [-0.49187, 1.48368, -2.63786], [3.00213, 2.22868, -2.72686], [-1.25887, -0.45632, 6.04514], [-2.96487, 4.34368, 3.55514], [4.47713, 1.25568, 3.64714], [1.45813, -2.37032, -6.01786], [-0.52687, -2.07132, 1.52214], [5.39013, 0.47968, 5.23814], [-0.25687, -5.88332, -3.97886], [2.22213, 4.19168, -1.75886], [4.19013, -0.61332, -4.81086], [-1.12487, 3.31768, -1.07086], [-5.87287, -1.28132, -0.17986], [3.22413, 1.38968, 5.30114], [-0.84887, 2.50568, -2.37986], [-2.18187, -2.54932, 3.44514], [0.68313, -4.30432, -5.09286], [5.57913, 1.32168, 4.44614], [-2.43687, 1.21968, 6.10414], [2.26013, 0.84168, 3.85014], [-0.11387, 0.17068, -0.03986], [-1.66987, 3.11468, -3.63086], [-2.92887, 4.78868, -4.39986], [-0.68887, 1.69168, -5.24486], [-1.37987, 2.15968, 3.51514], [5.99913, 2.27068, 4.93614], [4.09013, -0.54932, -2.53886], [0.94913, -2.73932, -5.26486], [3.24513, 2.13068, -4.92686], [0.43313, -7.07032, 0.93514], [3.54113, -0.16132, -0.35486], [3.66113, 0.13368, -1.38186], [-3.04387, 5.95968, -1.98886], [-0.31587, -2.33232, -3.08786], [4.47713, -1.56532, -2.34886], [1.56913, -0.44932, 1.21014], [4.43613, 0.77568, 2.32014], [-2.61087, 0.84768, 7.13414], [0.37713, -1.75732, -4.31186], [2.69813, 2.11268, -0.54486], [-0.16787, -3.13632, 1.59314], [-3.57987, 1.57968, -1.21786], [-3.28887, 0.74668, -0.50086], [0.95013, -2.90932, -0.21786], [3.08313, 1.57668, 4.22114], [-4.18187, -0.17732, 0.04014], [0.99513, -6.41732, -5.94986], [-2.79987, -0.83032, 1.64114], [0.79113, 0.41068, 0.89114], [3.97513, 0.09268, -3.94886], [3.44513, 1.46068, -4.05086], [0.78213, -5.18532, 0.22014], [-2.39087, 0.29468, -0.92686], [-1.44487, 0.46668, 5.49914], [6.30113, 1.13868, 3.80314], [0.91913, 1.56468, 1.35114], [-5.87787, 0.53768, -1.22186], [5.51413, 0.51968, 1.80614], [-2.46687, 5.12768, -2.17086], [0.68413, -3.69132, 0.39614], [1.25013, -5.40332, -0.77386], [2.24213, -4.81932, -6.80786], [-2.96487, 2.54468, 5.58314], [-3.79487, 3.15968, 6.18814], [0.32213, -6.10532, 1.06514], [-0.79687, -4.18432, 2.58714], [-2.02387, 5.08868, -0.21986], [-3.43087, -2.07432, 0.51314], [-0.21687, -4.79532, -3.95186]]
}